# 1
ORCA calculation (ωB97M-V with the def2-TZVPD basis set) on C15H16ClIrN3O5S2 as an isolated structure.

```
43
C15H16ClIrN3O5S2 ωB97M-V with the def2-TZVPD basis set
Ir 0.60 0.02 -0.33
S 0.14 1.30 1.58
C -0.63 2.75 0.92
C -1.08 3.73 1.80
C -1.70 4.88 1.33
C -1.88 5.06 -0.03
C -1.43 4.09 -0.92
C -0.81 2.92 -0.46
S -0.27 1.74 -1.66
H -0.93 3.58 2.86
H -2.03 5.64 2.03
H -2.36 5.95 -0.41
H -1.57 4.22 -1.99
C 3.01 0.07 4.26
O 3.04 -0.63 3.02
C 1.94 -1.26 2.56
O 1.95 -1.80 1.49
N 0.84 -1.21 3.39
N -0.32 -1.79 2.85
H 4.04 0.36 4.45
H 2.65 -0.56 5.07
H 2.40 0.98 4.18
H 0.69 -0.30 3.80
H -0.72 -1.17 2.14
H -0.99 -1.91 3.60
O 2.06 -1.24 -2.15
N 3.01 -0.56 -1.73
O 4.13 -0.60 -2.22
O 2.76 0.28 -0.80
Cl -1.51 -3.67 -6.11
C -1.32 -3.06 -4.48
C -0.39 -3.64 -3.64
C -0.26 -3.16 -2.35
C -1.04 -2.10 -1.88
C -0.89 -1.59 -0.51
C -1.96 -1.53 -2.77
C -2.11 -2.00 -4.06
H 0.22 -4.46 -3.99
H 0.49 -3.59 -1.69
H -0.55 -2.36 0.18
H -1.82 -1.14 -0.15
H -2.56 -0.69 -2.44
H -2.83 -1.56 -4.74
```

- HOMO (spin up / spin down): -3.700 / -5.042 eV
- Spin multiplicity: 5
- Energy relative to the best compared isomer or geometry (same formula, charge and spin): 43.90 kJ/mol
- Frontier orbital gap (spin up / spin down): 6.168 / 6.586 eV
- Total charge: -1

=====

# 2
ORCA calculation (ωB97M-V with the def2-TZVPD basis set) on one molecule with the formula C3H10N2O2 at a distorted geometry.

```
17
C3H10N2O2 ωB97M-V with the def2-TZVPD basis set
C -0.39 1.06 0.47
C -0.87 -0.16 -0.22
C -0.19 -0.63 -1.49
N 0.81 -1.49 1.15
N 0.98 1.29 0.61
O -0.58 -1.26 0.96
O -1.12 1.92 -0.71
H -0.48 2.60 -0.94
H -0.96 1.30 1.37
H -1.96 -0.23 -0.24
H 0.93 -1.57 2.16
H 1.02 -2.40 0.76
H 1.33 1.09 1.54
H 1.55 0.74 -0.03
H 0.89 -0.58 -1.42
H -0.52 -0.02 -2.32
H -0.44 -1.68 -1.66
```

- HOMO: -8.713 eV
- Spin multiplicity: 1
- Energy relative to the best compared isomer or geometry (same formula, charge and spin): 393.42 kJ/mol
- Frontier orbital gap: 9.616 eV
- SMILES: C[C@@H](ON)[C@@H](N)O

=====

# 3
ORCA calculation (ωB97M-V with the def2-TZVPD basis set) on C22H50HgP2Si2 as an isolated structure at a distorted geometry.

```
77
C22H50HgP2Si2 ωB97M-V with the def2-TZVPD basis set
P -0.50 -1.08 -5.26
P 0.82 1.94 -3.50
C 0.09 0.43 -6.11
C 1.11 1.24 -5.31
H -0.77 1.02 -6.47
H 0.57 0.02 -7.01
H 2.09 0.70 -5.28
H 1.29 2.16 -5.91
C -0.20 3.31 -4.34
H -0.66 3.93 -3.56
H -1.01 2.93 -5.02
H 0.46 3.98 -4.92
C 2.59 2.63 -3.45
H 3.00 2.92 -4.47
H 3.27 1.89 -2.92
H 2.46 3.54 -2.84
C -1.56 -2.11 -6.41
H -1.34 -3.15 -6.14
H -1.20 -1.92 -7.44
H -2.66 -1.95 -6.42
C 0.86 -2.18 -6.20
H 1.86 -1.82 -5.93
H 0.75 -2.14 -7.29
H 0.79 -3.23 -5.89
Hg 1.78 1.56 -0.73
C -1.66 0.60 -3.63
C -2.24 -0.33 -4.58
C -3.17 -1.26 -3.83
C -2.44 -2.49 -3.20
C -1.05 -2.84 -3.48
C 0.03 -1.98 -3.85
C 0.34 -0.76 -2.89
C -0.97 -0.01 -2.45
C 1.13 -0.60 0.02
H -2.12 1.61 -3.41
H -2.75 0.21 -5.40
H -4.07 -1.54 -4.39
H -3.62 -0.73 -2.96
H -2.42 -2.38 -2.10
H -3.15 -3.33 -3.42
H -0.75 -3.86 -3.32
H 0.98 -2.48 -4.02
H 1.21 -0.12 -3.34
H 0.74 -1.20 -1.98
H -1.61 -0.76 -1.98
H -0.79 0.70 -1.62
H 1.77 -0.55 0.91
H 1.30 -1.62 -0.43
H 0.09 -0.50 0.34
C -1.53 0.90 2.44
Si 0.16 1.67 2.76
C -0.24 2.86 4.20
C 1.33 0.43 3.58
C 0.99 2.51 1.31
Si 0.14 4.19 0.91
C 0.56 5.45 2.25
C 0.73 4.83 -0.76
C -1.76 4.07 0.88
H -2.13 1.02 3.36
H -1.41 -0.18 2.24
H -2.11 1.35 1.62
H -0.33 2.25 5.12
H 0.55 3.60 4.36
H -1.20 3.38 4.05
H 1.01 -0.62 3.44
H 2.36 0.55 3.21
H 1.34 0.64 4.66
H 2.01 2.79 1.65
H 1.63 5.50 2.50
H 0.28 6.46 1.90
H 0.02 5.28 3.20
H 0.09 4.52 -1.59
H 0.79 5.92 -0.76
H 1.74 4.47 -0.97
H -2.16 3.11 0.53
H -2.16 4.28 1.88
H -2.16 4.85 0.21
```

- HOMO (spin up / spin down): -6.765 / -6.590 eV
- Spin multiplicity: 1
- Energy relative to the best compared isomer or geometry (same formula, charge and spin): 541.43 kJ/mol
- Frontier orbital gap (spin up / spin down): 5.875 / 5.663 eV

=====

# 4
ORCA calculation (ωB97M-V with the def2-TZVPD basis set) on a 2-piece molecular cluster, C6H13NO overall.

```
21
C6H13NO ωB97M-V with the def2-TZVPD basis set
C 0.38 1.67 -0.72
C -0.66 0.67 -1.24
C -0.52 -0.73 -0.74
C 0.00 -1.68 -1.52
C -0.36 -1.88 1.44
C -1.03 -1.08 0.61
N 1.77 1.25 -0.89
H 0.26 2.60 -1.26
H 0.20 1.89 0.34
H -0.62 0.64 -2.33
H -1.65 1.08 -1.03
H 0.45 -1.52 -2.49
H 0.05 -2.72 -1.20
H -0.78 -2.03 2.42
H 0.62 -2.28 1.25
H -1.98 -0.66 0.93
H 1.80 0.44 -1.51
H 2.16 0.90 -0.02
H -0.80 1.24 2.66
H 0.62 0.86 2.32
O 0.10 1.31 2.99
```

- HOMO: -9.408 eV
- Spin multiplicity: 1
- Energy relative to the best compared isomer or geometry (same formula, charge and spin): 208.11 kJ/mol
- Frontier orbital gap: 10.074 eV
- SMILES: C=CC(=C)CCN.O

=====

# 5
ORCA calculation (ωB97M-V with the def2-TZVPD basis set) on C3H6N3S as an isolated structure at a distorted geometry.

```
13
C3H6N3S ωB97M-V with the def2-TZVPD basis set
C 1.76 -0.84 -0.59
C -0.91 -0.30 0.42
C -0.49 2.14 -0.20
N 1.03 -1.72 -0.07
N -0.24 -1.47 0.47
N -0.62 0.76 -0.23
S -2.51 -0.05 0.92
H 2.72 -1.12 -0.99
H 0.58 2.39 -0.33
H -0.81 2.58 0.75
H -1.03 2.59 -1.04
H 1.24 -2.73 0.02
H -0.72 -2.26 0.89
```

- HOMO (spin up / spin down): -13.723 / -13.158 eV
- Spin multiplicity: 1
- Energy relative to the best compared isomer or geometry (same formula, charge and spin): 581.35 kJ/mol
- Frontier orbital gap (spin up / spin down): 6.732 / 6.315 eV
- Total charge: +1

=====

# 6
ORCA calculation (ωB97M-V with the def2-TZVPD basis set) on one molecule with the formula C6H11NO.

```
19
C6H11NO ωB97M-V with the def2-TZVPD basis set
C -0.07 -0.36 -0.60
C 1.32 -0.46 0.04
C 1.48 -1.28 1.30
C 2.67 -1.53 1.81
C -1.09 0.30 0.30
N -1.95 1.21 -0.24
C -2.15 1.62 -1.61
O -1.15 0.04 1.49
H 0.05 0.22 -1.50
H -0.44 -1.34 -0.88
H 2.00 -0.85 -0.71
H 1.68 0.55 0.25
H 0.55 -1.58 1.76
H 3.59 -1.19 1.34
H 2.82 -2.10 2.73
H -2.64 1.52 0.43
H -2.23 2.71 -1.67
H -3.09 1.23 -2.01
H -1.34 1.29 -2.25
```

- HOMO: -9.212 eV
- Spin multiplicity: 1
- Energy relative to the best compared isomer or geometry (same formula, charge and spin): 91.58 kJ/mol
- Frontier orbital gap: 10.049 eV
- SMILES: C=CCCC(=O)NC

=====

Question: spin multiplicity of number 3 (C22H50HgP2Si2)?
Answer: 1

=====

Question: Which value of energy relative to the best compared isomer or geometry (same formula, charge and spin) does entry 1 give?
Answer: 43.90 kJ/mol

=====

Question: The highest spin multiplicity belongs to which entry?
Answer: C15H16ClIrN3O5S2